# C43H86Br2ClN2O21P7S

A 6-piece molecular cluster, C43H86Br2ClN2O21P7S overall in a non-equilibrium geometry (the ωB97M-V functional and the def2-TZVPD basis, the OMol25 dataset).

Properties
* charge: 0
* calculated total energy: -320424.1289 eV
* LUMO energy: -1.599 eV
* structure (SMILES): CCOc1c(C[C@@H](C)Br)c(P(CC)CC)c(CCCCCN)c2c1N(P(C)C)c1c(Cl)ccc(Br)c1S2.COP(=O)(OC)OC.COP(=O)(OC)OC.COP(=O)(OC)OC.COP(=O)(OC)OC.COP(=O)(OC)OC
* HOMO energy: -7.127 eV
* frontier orbital gap: 5.53 eV

The geometry in XYZ format:
```
163
C43H86Br2ClN2O21P7S the ωB97M-V functional and the def2-TZVPD basis
C -1.249 -4.646 2.931
C -0.679 -3.225 2.737
O -1.353 -2.475 1.706
C -0.740 -2.694 0.482
C 0.484 -2.058 0.166
C 1.071 -1.118 1.211
C 0.167 0.117 1.572
C 0.999 1.382 1.902
Br -1.132 0.592 0.172
C 1.146 -2.296 -1.065
P 2.773 -1.605 -1.608
C 4.190 -2.634 -0.972
C 5.339 -1.831 -0.308
C 2.996 0.195 -1.234
C 1.788 1.044 -1.763
C 0.514 -3.187 -1.990
C 1.096 -3.528 -3.364
C 0.264 -2.926 -4.529
C 0.734 -1.514 -4.983
C -0.507 -0.612 -5.205
C -1.511 -1.133 -6.268
N -2.883 -0.638 -5.972
C -0.719 -3.767 -1.662
C -1.392 -3.568 -0.426
N -2.648 -4.178 -0.099
P -4.018 -3.200 -0.664
C -5.282 -4.296 -1.451
C -4.795 -2.554 0.908
C -2.735 -5.552 -0.474
C -3.326 -6.494 0.400
Cl -4.042 -6.072 1.942
C -3.372 -7.852 0.041
C -2.869 -8.325 -1.176
C -2.300 -7.403 -2.071
Br -1.603 -8.069 -3.729
C -2.260 -6.055 -1.708
S -1.555 -4.847 -2.833
H -2.178 -4.606 3.510
H -1.385 -5.176 1.984
H -0.528 -5.230 3.529
H 0.387 -3.352 2.509
H -0.841 -2.705 3.694
H 1.108 -1.689 2.153
H 2.100 -0.815 1.002
H -0.430 -0.115 2.460
H 2.030 1.177 2.222
H 0.999 2.117 1.088
H 0.515 1.892 2.752
H 3.863 -3.430 -0.285
H 4.624 -3.154 -1.842
H 4.993 -1.258 0.563
H 6.057 -2.572 0.089
H 5.903 -1.233 -1.033
H 3.245 0.450 -0.193
H 3.862 0.517 -1.834
H 1.048 0.432 -2.292
H 2.173 1.789 -2.477
H 1.373 1.603 -0.922
H 1.023 -4.627 -3.461
H 2.159 -3.289 -3.454
H 0.318 -3.635 -5.371
H -0.794 -2.829 -4.239
H 1.331 -1.549 -5.908
H 1.355 -1.040 -4.206
H -1.036 -0.446 -4.249
H -0.157 0.389 -5.520
H -1.592 -2.227 -6.300
H -1.178 -0.796 -7.261
H -2.820 0.327 -5.667
H -3.202 -1.222 -5.206
H -6.096 -3.664 -1.831
H -4.831 -4.813 -2.312
H -5.685 -5.045 -0.748
H -4.884 -1.461 0.862
H -5.802 -2.976 1.073
H -4.150 -2.855 1.747
H -3.804 -8.596 0.713
H -2.926 -9.378 -1.440
C 4.397 4.685 6.998
O 4.144 3.779 5.900
P 4.687 4.266 4.371
O 3.628 3.465 3.655
O 6.098 3.482 4.501
C 6.145 2.199 5.118
O 5.266 5.013 2.985
C 4.448 6.067 2.460
H 4.005 4.235 7.906
H 5.472 4.854 7.116
H 3.889 5.636 6.832
H 5.226 1.634 4.963
H 6.342 2.304 6.184
H 6.975 1.648 4.678
H 4.236 6.815 3.226
H 3.514 5.659 2.071
H 4.995 6.544 1.650
C 8.285 -4.410 7.616
O 8.378 -3.000 7.903
P 7.345 -1.991 7.035
O 8.172 -0.744 7.061
O 6.183 -2.012 8.165
C 6.526 -1.842 9.534
O 6.198 -1.590 5.900
C 6.641 -1.610 4.534
H 8.995 -4.934 8.251
H 7.277 -4.779 7.827
H 8.536 -4.603 6.572
H 7.396 -1.197 9.660
H 6.711 -2.811 9.997
H 5.674 -1.383 10.033
H 7.094 -2.570 4.287
H 7.359 -0.807 4.363
H 5.775 -1.456 3.892
C 0.835 5.525 -8.941
O 1.243 4.150 -8.799
P 0.032 2.990 -8.970
O 0.627 1.915 -8.116
O 0.302 2.773 -10.554
C 1.634 2.634 -11.030
O -1.514 2.418 -9.181
C -2.382 2.552 -8.043
H 1.713 6.154 -8.818
H 0.407 5.699 -9.933
H 0.104 5.786 -8.174
H 2.282 2.156 -10.297
H 2.037 3.610 -11.303
H 1.602 2.017 -11.927
H -2.405 3.585 -7.693
H -2.047 1.895 -7.240
H -3.386 2.262 -8.343
C -2.426 6.335 6.969
O -1.201 6.646 7.665
P -0.003 7.409 6.762
O 1.195 6.926 7.522
O -0.468 8.902 7.183
C -0.771 9.191 8.542
O 0.718 8.043 5.405
C 1.194 7.077 4.456
H -3.105 5.859 7.673
H -2.892 7.247 6.583
H -2.231 5.645 6.146
H -0.173 8.594 9.229
H -1.832 9.027 8.732
H -0.554 10.245 8.711
H 0.400 6.385 4.176
H 2.033 6.522 4.879
H 1.527 7.605 3.566
C -11.521 -2.078 -3.748
O -10.230 -1.649 -3.273
P -9.212 -0.936 -4.415
O -7.899 -1.287 -3.792
O -9.718 0.563 -4.047
C -9.855 0.949 -2.686
O -8.719 -0.348 -5.891
C -8.294 -1.335 -6.847
H -12.067 -2.505 -2.910
H -12.085 -1.230 -4.148
H -11.408 -2.842 -4.520
H -9.132 0.448 -2.044
H -10.868 0.742 -2.339
H -9.690 2.024 -2.630
H -9.061 -2.097 -6.987
H -7.365 -1.800 -6.518
H -8.125 -0.832 -7.796
```